19
Properties=species:S:1:pos:R:3:nbo_charge:R:1 method="wB97M-V/def2-TZVPD" orbital_gap_ha=0.3940 smiles="COC(=O)OO.C=CC" e_homo_ha=-0.362 relative_energy_kj_mol=389.34 spin_multiplicity=1
C 0.3180 -2.0055 0.2721 -0.264
O -0.1233 -1.2846 -0.8743 -0.483
C -1.3140 -0.7414 -0.8766 0.970
O -1.7941 -0.1393 -1.7950 -0.633
O -1.9853 -0.9509 0.2816 -0.270
O -3.2833 -0.4167 0.2308 -0.406
H 1.2469 -2.4796 -0.0192 0.202
H 0.4911 -1.3100 1.0959 0.207
H -0.4122 -2.7571 0.5726 0.198
H -3.3133 0.0251 -0.6510 0.481
C 0.7159 1.0823 1.4856 -0.431
C 0.6242 1.5396 0.2511 -0.163
C 1.6917 1.4163 -0.7842 -0.652
H -0.0766 1.2002 2.2058 0.206
H 1.6149 0.5970 1.8395 0.186
H -0.2710 2.0490 -0.0758 0.199
H 1.2894 0.9499 -1.6813 0.229
H 2.0541 2.4061 -1.0635 0.220
H 2.5271 0.8195 -0.4143 0.205